1.
15
Properties=species:S:1:pos:R:3:lowdin_charge:R:1 method="wB97M-V/def2-TZVPD" relative_energy_ev=4.337 gap_ev="8.44 / 8.44" total_energy_ev=-9405.49559 lumo_ev="-1.0 / -1.0" homo_energy_ev="-9.420 / -9.418"
H -1.34691 0.11373 -1.58977 0.099
H 0.71081 1.69170 -0.89401 0.159
H 1.39782 0.63784 1.06459 0.156
H -0.37229 -0.56168 2.58371 0.082
O -1.19826 0.89063 -0.98999 -0.006
H -0.73519 1.14290 2.25819 0.084
H 0.18097 -1.96416 0.05001 0.134
H -1.57555 -0.11765 1.34782 0.085
C -0.61753 0.15851 1.79597 -0.047
C 0.76755 -0.48782 -1.50383 -0.403
C 0.13053 0.78657 -0.69074 -0.274
O -0.20695 -1.16213 -2.04716 -0.080
H 1.71792 -0.30598 -2.02626 0.146
C 0.45802 0.18465 0.72939 -0.271
C 0.68904 -1.00712 -0.08793 0.137

---

2.
15
Properties=species:S:1:pos:R:3:lowdin_charge:R:1 method="wB97M-V/def2-TZVPD" relative_energy_ev=1.644 gap_ev=9.14 total_energy_ev=-9408.18794 lumo_ev=0.7 homo_energy_ev=-8.414
C 1.64311 -0.04231 -0.09066 -0.450
C -0.28144 0.04858 0.13128 -0.512
O 2.96936 0.08454 -0.10576 0.133
O 0.91587 0.59345 0.85721 0.061
H -1.56854 -0.36782 1.83880 0.087
H -1.53052 1.79538 0.41992 0.088
H 3.23430 -0.23552 -0.97715 0.127
C -1.06685 1.23291 -0.39915 -0.020
H -0.43452 -1.67731 1.39141 0.091
H 0.63307 -1.35832 -1.60536 0.102
C 0.68669 -0.61940 -0.82399 0.042
H -1.86069 -1.35568 0.38897 0.092
H -0.40020 1.89894 -0.95377 0.091
C -1.08367 -0.88757 1.00555 -0.020
H -1.85597 0.89014 -1.07730 0.090

---

3.
15
Properties=species:S:1:pos:R:3:lowdin_charge:R:1 method="wB97M-V/def2-TZVPD" relative_energy_ev=2.763 gap_ev=9.41 total_energy_ev=-9407.06954 lumo_ev=0.6 homo_energy_ev=-8.781
C -0.37802 0.74553 1.43430 -0.071
H 0.31208 -2.38444 -1.12155 0.089
O -1.59294 -0.04323 -1.56384 0.071
H -1.61232 2.04321 1.91614 0.111
C 0.94867 0.69403 0.71764 -0.217
H 1.46546 0.08671 -1.30335 0.122
O -0.71746 2.01118 1.54189 0.031
C -0.59645 -0.44260 -0.99830 -0.482
H -1.41093 -2.38391 -0.65247 0.086
H -0.15631 -1.90367 0.52370 0.075
H 1.55287 1.60481 0.82982 0.110
H 1.51985 -0.16555 1.08681 0.104
H 0.32794 1.45110 -1.22916 0.120
C -0.45597 -1.87138 -0.52915 -0.019
C 0.59147 0.49130 -0.77740 -0.131

---

4.
15
Properties=species:S:1:pos:R:3:lowdin_charge:R:1 method="wB97M-V/def2-TZVPD" smiles=C[C@H]1OC12COC2 relative_energy_ev=2.481 gap_ev=10.89 total_energy_ev=-9407.35142 lumo_ev=1.0 homo_energy_ev=-9.920
C -1.79726 0.79162 -0.00244 -0.086
H 0.97077 1.55137 0.96498 0.148
O 0.56357 0.98462 -1.03388 0.034
C -0.37690 0.30897 -0.23654 -0.379
C 2.00053 -0.35699 0.51021 -0.031
H -0.77048 -1.37786 -1.63067 0.132
H -2.10528 1.65793 -0.59838 0.130
C -0.99916 -1.02432 -0.61884 -0.091
C 0.91945 0.67211 0.31826 -0.262
H -0.84896 -1.83217 0.10960 0.126
H -2.06525 0.93859 1.05148 0.125
H 1.95973 -0.76713 1.52523 0.085
O -2.31349 -0.45081 -0.51024 -0.101
H 1.87008 -1.17541 -0.20493 0.086
H 2.99263 0.07945 0.35616 0.082

---

5.
15
Properties=species:S:1:pos:R:3:lowdin_charge:R:1 method="wB97M-V/def2-TZVPD" relative_energy_ev=3.119 gap_ev=9.31 total_energy_ev=-9406.71341 lumo_ev=0.5 homo_energy_ev=-8.808
C -0.59868 -0.57923 -0.17736 -0.236
H -0.57428 2.16300 3.13881 0.146
O -0.36320 0.72600 1.70578 -0.041
H 0.33170 1.19070 -1.00524 0.109
H 1.72677 -0.03370 -2.70535 0.070
H 1.45652 0.11294 -0.19455 0.107
H -0.34551 -1.63822 0.01524 0.128
C -0.69090 1.07877 3.01616 -0.295
H 1.17695 -1.58223 -2.04646 0.074
C -1.16953 -0.18283 1.14548 0.021
H 0.02783 -0.50916 -2.85321 0.073
C 0.57687 0.13278 -0.84872 -0.272
O -0.99878 0.30332 3.85996 0.124
C 0.89985 -0.53047 -2.18818 -0.121
H -1.45560 -0.65168 -0.86237 0.114

---

6.
15
Properties=species:S:1:pos:R:3:lowdin_charge:R:1 method="wB97M-V/def2-TZVPD" smiles="C#CCC(C)=O.O" relative_energy_ev=4.013 gap_ev=9.74 total_energy_ev=-9405.81902 lumo_ev=0.7 homo_energy_ev=-9.028
C 0.80683 1.11391 -0.46089 -0.105
C 0.57999 0.24272 -1.55898 -0.156
H -1.43247 1.65264 1.03256 0.088
C 0.26612 0.35061 0.93953 -0.459
H -1.74764 0.04227 0.37418 0.082
H 0.29341 2.06717 -0.59335 0.112
O 1.06566 0.20033 1.82012 0.063
O 0.03555 -1.82334 0.33346 -0.111
H 0.62847 -1.90641 -0.50465 0.101
C 0.45793 -0.71555 -2.29505 0.096
H -0.39041 -2.14688 1.13863 0.082
H 0.28287 -1.22296 -3.20595 0.032
H 1.86779 1.29408 -0.28885 0.118
H -1.50958 0.25994 2.13192 0.088
C -1.20451 0.59147 1.13733 -0.031

---

7.
15
Properties=species:S:1:pos:R:3:lowdin_charge:R:1 method="wB97M-V/def2-TZVPD" relative_energy_ev=5.816 gap_ev="7.97 / 8.79" total_energy_ev=-9404.01573 lumo_ev="-0.6 / 0.2" homo_energy_ev="-8.541 / -8.612"
C -0.78017 0.66624 -0.30548 -0.096
H -2.85623 0.32245 0.30417 0.097
H 3.38617 -0.51333 -1.11733 0.089
H -0.29823 1.50545 1.50695 0.116
O 2.45469 -0.41856 0.83524 -0.014
C -1.83847 -0.13119 0.39300 -0.091
H 1.07836 -1.73539 -0.05259 0.077
C 2.57985 -0.10368 -0.57678 -0.099
O 0.69486 2.42287 -0.07050 0.017
C -0.05158 1.62366 0.44936 -0.384
C 1.42323 -0.78116 0.01082 -0.059
H 2.57878 0.97932 -0.74637 0.102
H -1.41259 -0.14566 1.40121 0.079
H -0.31685 0.67067 -1.29636 0.115
H -1.98298 -1.04439 -0.10190 0.051

---

8.
15
Properties=species:S:1:pos:R:3:lowdin_charge:R:1 method="wB97M-V/def2-TZVPD" smiles="CC1(OC=O)CC1" relative_energy_ev=1.074 gap_ev=11.25 total_energy_ev=-9408.75830 lumo_ev=1.0 homo_energy_ev=-10.242
C -1.07305 -1.70699 -0.92195 -0.337
H 0.59736 0.00102 -1.98836 0.080
H -1.39169 0.31497 1.68262 0.112
H 0.10906 1.56621 -1.37362 0.090
C 0.82644 0.27444 1.45425 -0.065
H 0.90837 -0.56987 2.13249 0.110
C 0.18617 0.00857 0.13221 -0.485
H 1.65844 0.97287 1.48474 0.108
H -1.17487 -2.80311 -0.92854 0.147
C 0.69382 0.67375 -1.13587 -0.002
O -1.67146 -0.95833 -1.64815 0.081
H 1.74635 0.95485 -1.04100 0.084
O -0.16511 -1.37174 0.00129 0.025
H -0.68767 1.85365 0.98195 0.109
C -0.56213 0.78972 1.16793 -0.056

---

9.
15
Properties=species:S:1:pos:R:3:lowdin_charge:R:1 method="wB97M-V/def2-TZVPD" relative_energy_ev=1.758 gap_ev=8.58 total_energy_ev=-9408.07455 lumo_ev=0.8 homo_energy_ev=-7.766
C 0.84087 -0.88580 0.31039 -0.339
C -0.33185 -1.39628 0.72609 -0.129
C 1.12718 0.52747 0.17450 -0.070
H -0.46178 -2.47165 0.71621 0.126
O 1.83373 -1.78781 -0.02555 0.020
H -2.04607 -1.24786 1.57341 0.102
C 0.24573 1.43362 -0.26690 -0.134
H -1.16476 1.88832 -1.79717 0.073
H 2.59089 -1.29544 -0.36196 0.096
H 0.51138 2.48149 -0.18543 0.098
H 2.10680 0.84474 0.51907 0.109
H -1.03380 0.15867 -1.40886 0.077
H -1.87017 1.24867 -0.31074 0.075
O -1.32250 -0.66250 1.33197 -0.004
C -1.02566 1.16437 -0.99505 -0.101